Entry 1:
{"formula": "C41H52CsFN12O5S", "method": "ωB97M-V/def2-TZVPD", "e_above_lowest_ev": 1.188, "e_lumo_ev": 3.4591, "homo_energy_ev": -1.36, "gap_ev": 4.8174, "total_charge": -2, "symbols": ["Cs", "C", "C", "C", "N", "C", "C", "C", "C", "C", "C", "C", "N", "C", "C", "C", "N", "C", "C", "C", "C", "C", "C", "C", "N", "C", "C", "H", "H", "H", "H", "H", "H", "H", "H", "H", "H", "H", "H", "H", "H", "H", "H", "H", "H", "H", "H", "H", "H", "H", "H", "H", "H", "C", "C", "N", "N", "C", "N", "S", "C", "C", "C", "C", "C", "N", "H", "H", "H", "H", "H", "H", "H", "H", "H", "H", "F", "C", "C", "N", "C", "C", "O", "O", "C", "O", "N", "C", "O", "H", "H", "H", "H", "C", "N", "C", "C", "O", "N", "C", "C", "H", "H", "H", "H", "H", "H", "H", "H", "H", "H", "H", "H"], "positions_angstrom": [[0.5216, 0.5672, 0.6928], [-4.2977, -0.4330, 2.6979], [-3.7111, 0.8855, 3.2174], [-2.3553, 1.2676, 2.6092], [-1.3798, 0.2123, 2.7368], [-0.7721, -0.0509, 3.8446], [-0.9074, 0.7384, 5.0444], [-0.4889, 0.5341, 6.3389], [0.1827, -0.5364, 6.9287], [0.6488, -1.6566, 6.2420], [0.6475, -1.9655, 4.9004], [0.1715, -1.2479, 3.7437], [0.4548, -1.5879, 2.5308], [1.3033, -2.7116, 2.2336], [1.3120, -3.0421, 0.7376], [0.0251, -3.6491, 0.1788], [-0.9448, -2.6280, -0.1711], [-2.0096, -2.9936, -0.7801], [-2.3100, -4.3740, -1.1563], [-2.9199, -4.8331, -2.2882], [-3.5335, -4.1247, -3.3417], [-3.8744, -2.7773, -3.2913], [-3.7271, -1.8391, -2.2851], [-3.0760, -1.9418, -0.9926], [-3.2862, -1.2006, 0.0369], [-4.3472, -0.2316, 0.0888], [-5.1215, -0.3695, 1.4088], [-4.9527, -0.8360, 3.4782], [-3.4861, -1.1492, 2.5570], [-3.5718, 0.7979, 4.2984], [-4.4230, 1.7065, 3.0527], [-2.0195, 2.2195, 3.0516], [-2.4920, 1.4533, 1.5351], [-1.4596, 1.6595, 4.8952], [-0.7548, 1.3397, 7.0221], [0.3560, -0.4936, 7.9980], [1.1235, -2.4110, 6.8682], [1.1343, -2.9028, 4.6612], [0.9971, -3.6185, 2.7814], [2.3376, -2.5050, 2.5546], [2.1403, -3.7354, 0.5526], [1.5039, -2.1484, 0.1386], [-0.4014, -4.3323, 0.9293], [0.2682, -4.2698, -0.6974], [-1.8991, -5.1267, -0.4933], [-2.9123, -5.9163, -2.4035], [-3.8426, -4.6889, -4.2142], [-4.4084, -2.4118, -4.1704], [-4.2450, -0.9052, -2.4474], [-5.0853, -0.3245, -0.7267], [-3.9168, 0.7758, 0.0156], [-5.6977, -1.2989, 1.3398], [-5.8539, 0.4476, 1.4744], [-0.5725, -0.4773, -5.2702], [-0.0080, 0.0544, -3.9812], [-0.6890, 0.7137, -3.1247], [-2.0162, 0.8839, -3.4009], [-2.7893, 1.6741, -2.6093], [-4.1201, 1.6257, -2.9441], [-2.2254, 2.6480, -1.4041], [1.4083, -0.2496, -3.6128], [2.2750, -0.8980, -4.4811], [3.5462, -1.2381, -4.0296], [3.8960, -0.9612, -2.7260], [2.9565, -0.3228, -1.9189], [1.7662, 0.0538, -2.3614], [-1.3402, 0.1939, -5.6559], [-1.0167, -1.4665, -5.1231], [0.1965, -0.5620, -6.0330], [-2.4889, 0.1535, -3.9194], [-4.4615, 0.7461, -3.3058], [-4.7012, 2.0123, -2.2164], [1.9825, -1.1492, -5.4896], [4.2428, -1.7273, -4.6995], [4.8682, -1.2062, -2.3232], [3.1732, -0.1066, -0.8784], [3.3144, 2.6992, -5.0933], [3.6859, 3.5353, -4.1044], [3.4290, 3.2436, -2.8215], [3.7739, 4.0722, -1.7892], [3.4604, 3.6434, -0.4200], [3.9045, 2.1795, -0.1731], [4.8115, 1.7425, -0.9082], [3.2727, 1.5963, 0.7335], [4.4422, 5.2453, -2.0170], [4.7867, 6.0332, -1.1555], [4.6978, 5.5062, -3.3581], [4.3801, 4.7442, -4.4760], [4.6755, 5.1143, -5.5989], [2.9113, 2.3333, -2.5507], [2.3922, 3.7543, -0.2327], [4.0028, 4.3022, 0.2533], [5.1895, 6.3688, -3.5342], [-2.8497, 6.0753, -0.0906], [-1.5931, 5.7215, 0.5591], [-1.7262, 5.2161, 1.9172], [-0.5769, 5.1346, -0.1820], [0.1365, 4.2559, 0.2795], [-0.4233, 5.6337, -1.4524], [-0.7489, 6.9959, -1.8029], [0.4404, 4.9246, -2.3718], [-3.6734, 5.6164, 0.4580], [-2.8816, 5.6852, -1.1066], [-3.0131, 7.1575, -0.1138], [-2.2812, 5.9451, 2.5105], [-0.7420, 5.0716, 2.3531], [-2.2516, 4.2566, 1.9423], [-0.9890, 7.5683, -0.9084], [-1.5936, 7.0593, -2.4981], [0.1185, 7.4594, -2.2816], [0.5386, 3.8918, -2.0483], [1.4303, 5.3887, -2.4236], [-0.0042, 4.9337, -3.3700]], "lowdin_charge": [1.0401, -0.2126, -0.1833, -0.2845, -0.1155, -0.2706, -0.0597, -0.1508, -0.1794, -0.1537, -0.0576, -0.2591, -0.0937, -0.2724, -0.2055, -0.2549, 0.0888, -0.2581, -0.0684, -0.1570, -0.1882, -0.1790, -0.0934, -0.2523, 0.0896, -0.2672, -0.1982, 0.0964, 0.1009, 0.0940, 0.1028, 0.0897, 0.0637, 0.0739, 0.0845, 0.0625, 0.0835, 0.0652, 0.1030, 0.1175, 0.0999, 0.0479, 0.1140, 0.1077, 0.0772, 0.0831, 0.0572, 0.0803, 0.0309, 0.0900, 0.0631, 0.1007, 0.0975, -0.0236, -0.2475, 0.1151, -0.0237, -0.8758, 0.0735, 0.7198, -0.2260, -0.0255, -0.0665, -0.0365, -0.1504, 0.0947, 0.0751, 0.0980, 0.0608, 0.1188, 0.0723, 0.0763, 0.0916, 0.1008, 0.1097, 0.0736, 0.0683, -0.1798, 0.0453, 0.0151, -0.0215, -0.7189, -0.0298, -0.1840, -0.4759, 0.0588, 0.2069, -0.4186, 0.0543, 0.1358, 0.1023, 0.1272, 0.1568, -0.0911, -0.1400, -0.0516, -0.5707, 0.0109, -0.1456, -0.0745, -0.0558, 0.0849, 0.0638, 0.0757, 0.0849, 0.0910, 0.0797, 0.0808, 0.0851, 0.0871, 0.0698, 0.0844, 0.0940]}


Entry 2:
{"formula": "H5NS2", "method": "ωB97M-V/def2-TZVPD", "smiles": "SS.N", "e_above_lowest_ev": 0.593, "e_lumo_ev": 0.3905, "homo_energy_ev": -8.60, "gap_ev": 8.9856, "symbols": ["S", "S", "H", "H", "N", "H", "H", "H"], "positions_angstrom": [[1.5617, 2.8227, -4.0192], [1.9789, 1.5909, -2.4769], [0.4981, 3.4042, -3.4089], [1.5016, 2.4124, -1.5731], [-1.6119, -2.5237, 2.9869], [-0.9866, -1.7529, 2.8149], [-1.8916, -2.9280, 2.0845], [-1.0502, -3.0257, 3.5918]], "lowdin_charge": [0.1965, 0.2112, -0.1857, -0.2221, 0.0142, -0.0025, 0.0233, -0.0350]}